one.
Formula: C20H22N2O4S
Source: OMol25
Level of theory: ωB97M-V/def2-TZVPD

Computed properties:
- SMILES = COC[C@H](C)n1c(C)cc(C(=O)COC(=O)c2ccc3ncsc3c2)c1C

```
! RIJCOSX wB97M-V def2-TZVPD def2/J DEFGRID3
* xyz 0 1
C 1.08 -4.93 -3.50
H 0.45 -5.80 -3.30
O 1.18 -4.22 -2.30
C 1.97 -3.06 -2.41
C 2.00 -2.28 -1.08
N 0.77 -1.53 -0.88
C -0.43 -1.98 -0.43
C -1.33 -0.90 -0.45
C -0.61 0.22 -0.96
C 0.66 -0.20 -1.22
C 1.78 0.61 -1.77
H 1.42 1.61 -1.98
H 2.17 0.19 -2.70
H 2.61 0.70 -1.06
H -0.98 1.20 -1.14
C -2.71 -0.93 -0.04
O -3.36 -1.93 0.17
C -3.38 0.44 0.11
H -3.48 0.94 -0.86
H -4.38 0.30 0.54
O -2.63 1.27 0.99
C -2.36 2.51 0.60
O -2.73 3.00 -0.44
C -1.53 3.24 1.60
C -1.33 4.60 1.41
C -0.56 5.28 2.33
C 0.03 4.62 3.43
C -0.17 3.25 3.60
C -0.95 2.57 2.69
H -1.12 1.51 2.80
H 0.28 2.76 4.44
N 0.76 5.43 4.25
C 0.76 6.64 3.83
S -0.14 6.97 2.37
H 1.28 7.44 4.33
H -1.78 5.09 0.56
C -0.73 -3.36 0.02
H -0.32 -4.08 -0.68
H -1.80 -3.48 0.08
H -0.30 -3.54 1.01
C 2.38 -3.17 0.10
H 2.20 -2.65 1.03
H 1.83 -4.10 0.08
H 3.44 -3.40 0.04
H 2.78 -1.52 -1.20
H 1.58 -2.41 -3.21
H 3.00 -3.35 -2.67
H 2.07 -5.27 -3.84
H 0.62 -4.33 -4.29
*
```

two.
Formula: C20H22N2O4S
Source: OMol25
Level of theory: ωB97M-V/def2-TZVPD

Computed properties:
- SMILES = O=C(O)CCC(=O)Nc1sc2c(c1C(=O)Nc1ccccc1)CCCCC2

```
! RIJCOSX wB97M-V def2-TZVPD def2/J DEFGRID3
* xyz 0 1
O -0.91 4.52 0.51
C -0.55 5.53 -0.04
O -0.48 6.71 0.59
H -0.75 6.62 1.51
C -0.11 5.64 -1.48
H 0.93 5.96 -1.48
H -0.71 6.40 -1.98
C -0.22 4.28 -2.17
C 0.70 3.30 -1.47
O 1.84 3.56 -1.16
N 0.17 2.07 -1.24
C 0.88 1.09 -0.61
C 0.39 -0.15 -0.26
C 1.41 -0.97 0.34
C 2.58 -0.30 0.48
S 2.51 1.33 -0.13
C 3.86 -0.80 1.06
H 4.57 0.02 1.11
C 4.47 -1.95 0.25
C 3.72 -3.27 0.43
C 2.31 -3.28 -0.15
H 2.33 -2.93 -1.18
H 1.95 -4.31 -0.16
C 1.29 -2.44 0.63
H 0.30 -2.79 0.35
H 1.43 -2.62 1.70
H 4.29 -4.06 -0.07
H 3.68 -3.52 1.49
H 4.48 -1.67 -0.81
H 5.50 -2.09 0.57
H 3.68 -1.15 2.09
C -1.04 -0.42 -0.45
O -1.69 0.13 -1.34
N -1.59 -1.26 0.47
C -2.90 -1.74 0.57
C -3.23 -2.48 1.70
C -4.50 -3.00 1.85
C -5.46 -2.78 0.87
C -5.13 -2.04 -0.25
C -3.86 -1.52 -0.41
H -3.61 -0.94 -1.28
H -5.88 -1.86 -1.02
H -6.46 -3.18 0.99
H -4.75 -3.57 2.73
H -2.48 -2.66 2.46
H -1.00 -1.51 1.25
H -0.78 1.80 -1.50
H -1.25 3.92 -2.14
H 0.09 4.37 -3.21
*
```

Most stable to least stable, the ends of the list are two and one.

one.
Formula: C2H8O
Source: OMol25
Level of theory: ωB97M-V/def2-TZVPD

Computed properties:
- SMILES = CC.O

```
! RIJCOSX wB97M-V def2-TZVPD def2/J DEFGRID3
* xyz 0 1
C 0.24 -0.24 -0.78
C -1.02 -0.87 -0.36
H 0.61 0.49 -0.05
H 0.19 0.24 -1.77
H 0.96 -1.08 -0.83
H -1.32 -1.52 -1.20
H -1.79 -0.09 -0.22
H -0.96 -1.48 0.55
O 0.85 1.62 1.90
H 1.30 2.20 1.23
H 0.95 0.71 1.54
*
```

two.
Formula: C2H8O
Source: OMol25
Level of theory: ωB97M-V/def2-TZVPD

Computed properties:
- SMILES = CO.C

```
! RIJCOSX wB97M-V def2-TZVPD def2/J DEFGRID3
* xyz 0 1
C 3.24 -5.82 -2.39
H 2.70 -6.80 -2.77
H 3.21 -5.06 -3.10
H 4.27 -5.98 -2.43
H 2.82 -5.67 -1.37
C -2.05 3.70 0.96
O -1.48 2.85 1.84
H -3.14 3.89 1.36
H -1.44 4.53 0.75
H -2.29 3.11 -0.01
H -1.43 1.92 1.39
*
```

Most stable to least stable, the ends of the list are one and two.

one.
Formula: CH3NO2S2
Source: OMol25
Level of theory: ωB97M-V/def2-TZVPD

Computed properties:
- SMILES = O=C=O.N=S.S

```
! RIJCOSX wB97M-V def2-TZVPD def2/J DEFGRID3
* xyz 0 1
C -1.03 1.58 -0.16
N -0.95 -1.02 0.73
O -2.16 1.33 -0.28
O 0.06 1.93 -0.04
S -0.76 -2.02 -0.47
S 2.76 -0.53 -0.37
H -1.66 -1.02 1.51
H 1.90 0.22 0.39
H 1.85 -0.46 -1.31
*
```

two.
Formula: CH3NO2S2
Source: OMol25
Level of theory: ωB97M-V/def2-TZVPD

Computed properties:
- SMILES = O=C=O.N=S.S

```
! RIJCOSX wB97M-V def2-TZVPD def2/J DEFGRID3
* xyz 0 1
C -3.61 1.03 0.01
N -1.37 -1.24 -0.58
O -3.97 0.19 0.70
O -3.29 1.88 -0.69
S -0.50 -1.86 0.53
S 5.32 0.87 0.74
H -1.78 -1.88 -1.26
H 4.08 1.27 0.46
H 5.13 -0.27 0.09
*
```

Most stable to least stable, the ends of the list are two and one.

one.
Formula: CH3NO2S2
Source: OMol25
Level of theory: ωB97M-V/def2-TZVPD

```
! RIJCOSX wB97M-V def2-TZVPD def2/J DEFGRID3
* xyz 0 1
C -1.64 -0.05 0.12
N 2.05 -0.13 -0.40
O 1.58 -0.04 -1.49
O 0.78 0.71 0.70
S 3.07 -1.03 0.29
S -0.37 1.31 0.02
H -1.02 -0.66 0.74
H -2.37 0.49 0.71
H -2.09 -0.60 -0.70
*
```

two.
Formula: CH3NO2S2
Source: OMol25
Level of theory: ωB97M-V/def2-TZVPD

```
! RIJCOSX wB97M-V def2-TZVPD def2/J DEFGRID3
* xyz 0 1
C 2.49 -0.41 0.12
N -2.25 1.42 0.20
O 0.05 -0.66 0.67
O -2.59 -0.98 -0.63
S 0.92 -0.36 -0.42
S -2.37 -0.09 0.48
H 3.15 -0.05 -0.73
H 2.77 -0.58 1.07
H -2.16 1.70 -0.77
*
```

Most stable to least stable, the ends of the list are two and one.